(1)
62
Properties=species:S:1:pos:R:3 method="wB97M-V/def2-TZVPD" spin_multiplicity=1 gap_ev="6.24 / 6.24" charge=+1 e_above_lowest_kcal_mol=34.6 e_tot_ha=-6050.903217 homo_energy_ev="-10.469 / -10.470"
Mo 0.48487 0.21108 -0.50866
C -1.75290 3.68457 1.30862
C -1.40996 2.45129 0.53522
N -0.40102 1.68950 0.85948
N 0.29053 2.13811 1.97887
C 1.22053 1.36039 2.41314
N 2.05077 1.74858 3.39759
S 1.26911 -0.31912 1.82068
C -2.27364 2.14526 -0.64519
C -3.62210 2.47527 -0.59625
C -4.46415 2.23223 -1.66255
C -3.94746 1.65831 -2.80946
C -2.61817 1.33368 -2.84441
N -1.82175 1.55656 -1.78316
H -0.85263 4.13025 1.71691
H -2.39812 3.41968 2.15160
H -2.27228 4.40752 0.68395
H 1.87559 2.66066 3.79391
H 2.47893 1.06193 3.99744
H -4.00407 2.92425 0.30866
H -5.51148 2.48952 -1.59850
H -4.56206 1.45978 -3.67514
H -2.10747 0.88034 -3.68080
F 1.91964 -4.38446 -1.79941
C 2.08040 -3.21963 -2.41157
F 1.40484 -3.19559 -3.53682
F 3.35715 -3.01909 -2.67706
S 1.51174 -1.82699 -1.24058
O 2.90310 -2.19808 -0.35855
O -0.16330 -2.57304 -1.68490
N 1.73402 -0.64072 -2.31286
S 2.23388 0.86866 -1.71273
O -0.54779 1.25010 -1.97458
O 2.20447 1.85770 -2.76690
C 4.10307 0.62144 -1.60667
F 4.47526 -0.00546 -0.49301
F 4.52060 -0.06215 -2.65715
F 4.65650 1.82793 -1.60650
Br 6.40811 -3.65003 2.73581
C 4.98213 -2.56126 2.16991
C 3.90928 -3.09842 1.58540
C 2.80413 -2.23130 1.09033
N 2.85874 -0.92026 1.69784
C 4.02408 -0.36800 2.20135
C 5.09491 -1.13998 2.41725
H 3.81098 -4.16026 1.41311
H 1.82887 -2.67533 1.32825
H 4.04035 0.70441 2.33094
H 6.02384 -0.70811 2.75402
O -2.47647 -1.85525 -1.78447
B -1.20781 -1.92264 -1.20074
O -1.25100 -1.28523 0.09354
C -2.58774 -0.97289 0.29672
C -3.17084 -0.45762 1.42819
C -4.55943 -0.31237 1.39475
C -5.29510 -0.68461 0.27546
C -4.68287 -1.21124 -0.86317
C -3.31328 -1.34050 -0.82629
H -2.58742 -0.20944 2.30526
H -5.07331 0.06990 2.26642
H -6.37204 -0.58371 0.29389
H -5.25275 -1.52613 -1.72642

(2)
35
Properties=species:S:1:pos:R:3 method="wB97M-V/def2-TZVPD" spin_multiplicity=1 gap_ev=6.21 charge=0 e_above_lowest_kcal_mol=275.8 e_tot_ha=-1139.213051 smiles="O=C(Cc1ccc([N+](=O)[O-])cc1)Nc1ccc(O)cc1C(=O)O" homo_energy_ev=-8.105
O -0.43627 -2.83864 -0.07085
C -0.04431 -1.83962 -0.75685
C 1.01031 -1.69622 -1.54034
C 2.04387 -0.96642 -1.02100
C 2.21124 0.47186 -1.07752
C 3.26810 1.21199 -0.47491
C 3.91997 0.52561 0.66298
N 4.89345 1.18593 1.33189
O 5.61948 0.60428 2.16383
O 5.14645 2.49712 0.86908
C 3.74963 -0.68709 0.56917
C 2.89039 -1.54467 0.09103
N -0.70508 -0.55621 -0.73475
C -1.95692 -0.34179 -0.02205
C -2.60705 -1.40954 0.69349
C -3.82747 -0.99704 1.60246
C -4.42869 0.23003 1.60263
O -5.46947 0.70454 1.97862
C -3.75579 1.30440 0.48037
C -2.63116 1.00144 -0.21176
C -2.03928 2.04175 -0.95964
O -2.68854 3.35237 -1.03576
O -1.02469 1.96233 -1.73068
H 1.35868 -2.88967 -1.86446
H 0.74552 -1.33516 -2.59996
H 1.81451 0.89441 -2.01271
H 3.44555 2.10784 -0.88402
H 4.35380 -1.15087 1.57822
H 2.62197 -2.78537 0.34136
H -0.37818 0.22044 -1.31985
H -2.24311 -2.27009 1.02238
H -4.19097 -1.81160 2.24873
H -5.84630 -0.04397 2.77501
H -4.14144 2.35623 0.54078
H -0.67821 2.49139 -2.23491

(3)
19
Properties=species:S:1:pos:R:3 method="wB97M-V/def2-TZVPD" spin_multiplicity=1 gap_ev=8.69 charge=-1 e_above_lowest_kcal_mol=0.0 e_tot_ha=-5186.876153 homo_energy_ev=-5.645
Cu 2.07219 -1.60021 -0.67209
Br 1.37264 -3.77064 0.49204
Cl 0.11083 0.83217 -2.88176
O 1.09990 0.00620 -2.19138
O -0.46148 1.74331 -1.92169
O 0.77184 1.56122 -3.93377
O -0.90796 -0.02356 -3.43230
C -1.10287 -0.83943 1.91756
C -0.98058 0.04877 0.70000
C 0.10204 1.12871 0.83005
C 1.41419 0.47997 0.93439
N 2.43755 -0.03048 1.00090
H -2.08198 -1.29504 2.05480
H -1.01993 -0.21901 2.83177
H -0.29991 -1.55794 2.08632
H -1.92855 0.54468 0.49042
H -0.72939 -0.54224 -0.18456
H 0.06737 1.63170 1.81070
H 0.06408 1.90180 0.06863

(4)
79
Properties=species:S:1:pos:R:3 method="wB97M-V/def2-TZVPD" spin_multiplicity=1 gap_ev=8.27 charge=0 e_above_lowest_kcal_mol=0.0 e_tot_ha=-4967.113780 homo_energy_ev=-8.187
Sn -0.58981 -2.24768 -0.61452
F -6.06026 -1.93546 -1.39390
C -5.22690 -1.58272 -0.42287
F -5.17471 -2.54733 0.48579
F -5.74144 -0.50106 0.17532
S -3.52463 -1.14995 -1.06746
O -2.71979 -1.28333 0.13445
O -3.66146 0.14696 -1.62344
N -3.15728 -2.22629 -2.13428
S -3.22108 -3.74555 -1.74472
O -4.52673 -4.27113 -1.59525
O -2.23645 -4.10739 -0.75150
C -2.48444 -4.44145 -3.31115
F -2.65270 -5.75578 -3.39764
F -1.16951 -4.19896 -3.32035
F -3.00251 -3.88537 -4.39579
O 1.19407 -0.66857 0.09913
P 1.68624 0.71546 0.33192
C 0.72217 2.04611 -0.51422
P -0.97577 1.54275 -1.09749
O -0.95509 0.14511 -1.57421
C -1.24150 2.74544 -2.42518
C -1.27938 4.10341 -2.13080
C -1.36749 5.02932 -3.15220
C -1.41494 4.60111 -4.46966
C -1.39787 3.24792 -4.76333
C -1.31042 2.31740 -3.74097
C -2.11094 1.98225 0.24318
C -1.74270 1.75918 1.56097
C -2.58111 2.16517 2.58505
C -3.78710 2.78576 2.29329
C -4.16863 2.97268 0.97268
C -3.33230 2.57401 -0.05475
C 1.72741 1.05715 2.11272
C 2.35949 2.17594 2.64035
C 2.40533 2.35719 4.01061
C 1.81525 1.43135 4.85729
C 1.16338 0.32891 4.32963
C 1.12688 0.13412 2.96084
C 3.35855 0.85969 -0.36385
C 3.94166 -0.33256 -0.77178
C 5.21050 -0.33938 -1.31999
C 5.91658 0.84560 -1.43383
C 5.33467 2.03912 -1.03775
C 4.05429 2.05378 -0.51229
H 1.26169 2.30117 -1.43363
H 0.66725 2.93458 0.11631
H -1.24284 4.42194 -1.09919
H -1.39849 6.08380 -2.92584
H -1.45246 5.32618 -5.26812
H -1.45009 2.92185 -5.79066
H -1.29468 1.25642 -3.93996
H -0.80337 1.26682 1.78042
H -2.29338 1.99517 3.61256
H -4.43500 3.11579 3.09490
H -5.12141 3.42318 0.73746
H -3.62348 2.70380 -1.08673
H 2.82128 2.89961 1.98656
H 2.90565 3.22263 4.41821
H 1.87372 1.57416 5.92655
H 0.68374 -0.38628 4.97962
H 0.62729 -0.73436 2.55408
H 3.38029 -1.24762 -0.66183
H 5.64711 -1.26934 -1.64869
H 6.92294 0.84003 -1.82307
H 5.88469 2.96214 -1.13470
H 3.60283 2.99250 -0.22534
F 4.62151 -6.31481 2.15168
C 3.50699 -5.58414 2.05259
C 3.18381 -4.96473 0.85023
F 3.98668 -5.07809 -0.21283
C 2.01884 -4.22459 0.74109
F 1.74192 -3.69498 -0.48001
C 1.13915 -4.02071 1.80737
S -0.34865 -3.08318 1.72532
C 1.50053 -4.64814 3.01247
F 0.72439 -4.49394 4.08370
C 2.64380 -5.42650 3.13681
F 2.91622 -6.01329 4.30458

(5)
72
Properties=species:S:1:pos:R:3 method="wB97M-V/def2-TZVPD" spin_multiplicity=1 gap_ev=7.74 charge=+1 e_above_lowest_kcal_mol=0.0 e_tot_ha=-5630.447067 homo_energy_ev=-10.247
In 0.43202 0.09180 0.39072
C -3.48196 0.40918 2.43522
C -2.63679 -0.63099 3.15948
S -1.60185 -1.70935 2.13686
C -2.79272 -2.37806 0.95218
C -2.88648 -1.58466 -0.34607
S -1.24630 -1.46755 -1.09927
C -1.60269 -0.65102 -2.67583
C -2.39319 0.64725 -2.60808
S -1.51020 1.94990 -1.70131
C -2.89414 2.82401 -0.91832
C -3.61432 2.08072 0.19838
S -2.45803 1.56632 1.49110
H -4.06916 0.95392 3.17543
H -4.18213 -0.06585 1.74638
H -3.29265 -1.26008 3.76214
H -1.92349 -0.15804 3.83733
H -3.77323 -2.44450 1.42529
H -2.46740 -3.39611 0.73577
H -3.26408 -0.58171 -0.17129
H -3.53649 -2.10544 -1.05164
H -2.13493 -1.36974 -3.29943
H -0.61539 -0.49236 -3.11219
H -3.36055 0.49226 -2.12930
H -2.57752 0.99440 -3.62456
H -3.60572 3.10726 -1.69425
H -2.45763 3.74821 -0.53701
H -4.14227 1.20624 -0.18861
H -4.36620 2.74327 0.63050
N 2.47305 -2.03241 -2.93215
C 2.14088 -1.51826 -1.71408
S 1.80195 0.21806 -1.71737
N 2.08234 -2.33698 -0.71363
N 1.66275 -1.78036 0.48270
C 1.97572 -2.44638 1.53646
C 1.68114 -2.06908 2.90074
C 1.93317 -3.02978 3.88833
C 1.69401 -2.77925 5.22113
C 1.20782 -1.52595 5.58765
C 0.96486 -0.55567 4.63769
C 1.18647 -0.79866 3.27461
O 0.93937 0.16854 2.40679
H 2.82331 -1.39481 -3.62576
H 2.86446 -2.96191 -2.92774
H 2.51958 -3.37685 1.37917
H 2.32616 -3.99208 3.58062
H 1.88795 -3.53534 5.96823
H 1.02330 -1.30569 6.63166
H 0.59959 0.42379 4.92337
C 0.77616 4.13336 -0.32169
As 1.04967 2.68697 0.93795
C 2.97889 2.62433 1.06448
C 0.47164 3.43864 2.65582
C 1.25963 4.65133 3.04590
C 0.85384 5.92168 2.64429
C 1.60216 7.04188 2.97519
C 2.76682 6.90564 3.71648
C 3.17423 5.64524 4.13141
C 2.42595 4.52692 3.79769
H 1.38580 4.98050 -0.00916
H -0.27093 4.43490 -0.32104
H 1.06214 3.81604 -1.32197
H 3.37188 3.60055 1.34328
H 3.37603 2.31626 0.09868
H 3.25072 1.88262 1.81428
H 0.58097 2.61928 3.36420
H -0.58796 3.66257 2.53638
H -0.06480 6.03615 2.07937
H 1.27020 8.02272 2.66106
H 3.34944 7.77860 3.97820
H 4.07451 5.53429 4.72135
H 2.74401 3.54506 4.13031

(6)
12
Properties=species:S:1:pos:R:3 method="wB97M-V/def2-TZVPD" spin_multiplicity=1 gap_ev="9.21 / 7.71" charge=0 e_above_lowest_kcal_mol=117.0 e_tot_ha=-545.395265 homo_energy_ev="-9.358 / -7.867"
C -0.45080 -0.30222 0.20480
C 0.44781 0.66999 -0.53965
C -1.65510 0.27336 0.70497
N 1.88031 -1.18378 -0.28148
O 1.80119 0.20991 -0.45792
I -3.41372 -0.25098 -0.17651
H -0.69032 -1.18504 -0.43854
H 0.32104 -0.67792 0.84018
H 0.16511 0.93137 -1.55231
H 0.43803 1.68295 0.03288
H -1.57925 1.18330 1.40140
H 2.73570 -1.35094 0.26220

(7)
53
Properties=species:S:1:pos:R:3 method="wB97M-V/def2-TZVPD" spin_multiplicity=1 gap_ev=3.88 charge=+4 e_tot_ha=-1408.799218 homo_energy_ev=-20.785
Hf -0.02573 0.74041 0.14522
C -1.57508 -0.86535 -0.20569
O -2.58240 -1.38414 -0.56443
C -0.50889 2.87459 -0.09885
O -0.69816 3.98627 -0.38365
C 1.92484 -0.08303 -0.28790
O 3.06040 -0.41795 -0.45975
C -1.63272 0.48211 -3.21188
P 0.03114 0.04641 -2.47521
H 0.49450 -1.45832 -4.25157
H -2.29202 -0.30283 -2.79535
C 1.10948 1.12143 -3.50319
H 0.60000 1.19159 -4.48751
C -1.72522 0.33796 -4.76025
H -1.21843 -0.55416 -5.15784
H -1.34539 1.22679 -5.28738
H -2.79521 0.24037 -5.02065
C -2.17127 1.83604 -2.76419
H -1.65508 2.67782 -3.24737
C 1.47011 -2.46079 -2.59253
H -2.10812 2.01099 -1.67997
H -3.24334 1.90626 -3.02283
C -1.02472 -2.51150 -3.05644
H 1.11554 -3.24172 -1.90296
H 2.04841 -3.00526 -3.36021
H 2.15342 -1.81876 -2.02918
C 0.27489 -1.68280 -3.19371
H -0.83410 -3.58577 -3.18189
H -1.79214 -2.24495 -3.78893
H -1.42200 -2.36840 -2.05380
C 2.50435 0.49831 -3.77267
H 3.03478 0.29694 -2.83486
H 3.12742 1.18361 -4.37186
H 2.41238 -0.44231 -4.33099
C 1.24599 2.54462 -2.90689
H 0.28046 3.02594 -2.69834
H 1.81057 3.21955 -3.58043
H 1.79843 2.52993 -1.94744
H 0.14093 -2.39556 -0.32273
H 0.39258 -2.85057 0.23096
N 0.14514 0.37959 2.25840
C 0.19522 0.37380 3.44418
C 0.20263 0.36004 4.86566
C -0.99816 0.49412 5.63273
C -0.97990 0.49838 7.02894
C 0.22073 0.31980 7.72309
C 1.41321 0.20069 7.00707
C 1.41316 0.19476 5.61259
H -1.95642 0.59239 5.11322
H -1.91264 0.64817 7.59373
H 0.22368 0.28488 8.81554
H 2.35688 0.12059 7.55945
H 2.35571 0.06332 5.07133

(8)
17
Properties=species:S:1:pos:R:3 method="wB97M-V/def2-TZVPD" spin_multiplicity=1 gap_ev=7.29 charge=+1 e_above_lowest_kcal_mol=130.7 e_tot_ha=-322.252332 homo_energy_ev=-12.159
C -0.24570 -1.54375 0.64664
C -0.93155 -0.26901 0.25344
C -0.52235 2.07455 0.05567
C 0.98348 0.48992 -1.07373
N 1.06348 -1.22763 1.46164
N 1.52759 -0.15011 1.56943
N -0.10000 0.86742 -0.19477
H -0.70118 -2.19436 1.34717
H 0.16557 -2.18463 -0.01404
H -1.57907 -0.51392 -0.49402
H -1.74700 0.14578 0.94322
H -1.24862 2.34767 0.89821
H -0.02955 2.81784 -0.55889
H 1.02083 -0.48761 -1.21048
H 1.17515 1.07908 -2.02401
H 1.85479 0.91255 -0.45639
H 1.38354 -2.23345 1.82096

(9)
45
Properties=species:S:1:pos:R:3 method="wB97M-V/def2-TZVPD" spin_multiplicity=1 gap_ev=6.81 charge=0 e_above_lowest_kcal_mol=18.2 e_tot_ha=-1528.519414 homo_energy_ev=-6.605
C -0.02938 -2.30265 -2.35406
C -0.25668 -1.05565 -1.72846
N 0.60014 -0.63645 -0.71817
C 1.61003 -1.44111 -0.31591
C 1.83512 -2.68106 -0.90752
C 1.01860 -3.10256 -1.95728
C -1.38594 -0.29638 -2.15510
P -1.79040 1.37511 -1.65681
Y 0.13981 1.44586 0.38390
P 2.01165 0.22074 2.05655
C 2.58955 -1.00220 0.78381
O -3.01016 -2.01922 -0.19720
O -1.08787 -1.59585 1.59099
H -0.71372 -2.60125 -3.14605
H 2.66094 -3.29143 -0.54211
H 1.21184 -4.04795 -2.45490
C -1.51003 2.38580 -3.17283
C -3.62772 1.31189 -1.55560
H 2.89095 -1.90064 1.34676
H 3.50180 -0.58534 0.31721
H -2.65150 -1.76492 -1.07991
H -1.97112 -0.75039 -2.96955
C 3.55301 1.14650 2.39623
C 1.74196 -0.80202 3.53985
H -1.39884 1.30980 1.99868
H -1.38130 -1.92337 2.45852
H -1.81458 -1.86034 0.94740
H -3.41760 -2.89501 -0.32052
H 1.67555 1.86074 -0.70511
H -1.35897 0.54121 1.76480
H -2.27142 2.16829 -3.93468
H -1.55736 3.44825 -2.89253
H -0.50732 2.17340 -3.56713
H -4.07801 1.34374 -2.55958
H -3.94746 0.40220 -1.02401
H -3.96098 2.19020 -0.98271
H 2.67367 -1.26284 3.90037
H 1.34134 -0.14675 4.32698
H 0.98569 -1.57095 3.32655
H 4.25447 0.57126 3.01759
H 4.02503 1.43953 1.44817
H 3.26605 2.06245 2.93155
O -0.02936 5.82786 1.88218
C 0.04913 4.72058 1.45346
N 0.12139 3.59093 1.02621